A 13-piece molecular cluster, C27H79IO15S13 overall, computed with the ωB97M-V functional and the def2-TZVPD basis.

- HOMO-LUMO gap: 8.110 eV
- DFT total energy: -7678.49823 a.u.
- Multiplicity: 1
- Molecular weight: 1187.7 g/mol

```
135
C27H79IO15S13, DFT the ωB97M-V functional and the def2-TZVPD basis
O -2.78436 5.17763 1.08816
S -2.44334 4.22077 0.04523
O -1.23497 4.89332 -0.80286
O -1.61355 3.02424 0.75777
C -0.36672 3.40319 1.35393
C 0.10298 2.38725 2.37181
C 1.55586 2.74015 2.64895
I 2.88916 1.75587 1.30225
H -0.65852 5.42620 -0.21525
H -0.47047 4.37847 1.83733
H 0.37493 3.49873 0.55610
H -0.47790 2.45555 3.29455
H -0.00089 1.36759 2.00732
H 1.90780 2.51210 3.65024
H 1.72615 3.79624 2.43645
C -4.98073 6.40576 -4.39232
S -4.65285 5.81738 -2.72408
O -4.20548 4.40105 -2.86448
C -6.37247 5.75990 -2.21785
H -4.02682 6.44754 -4.91478
H -5.66517 5.70430 -4.87048
H -5.42113 7.40188 -4.34410
H -6.90250 5.12353 -2.93004
H -6.78241 6.77019 -2.20883
H -6.40584 5.34084 -1.21376
C 2.88388 7.57319 -0.15229
S 2.71521 5.82314 0.20626
O 1.42438 5.68563 0.95617
C 4.02789 5.71988 1.41243
H 2.10413 7.83213 -0.86552
H 2.75301 8.13672 0.77097
H 3.86540 7.75699 -0.58876
H 3.81659 6.41032 2.22936
H 4.98808 5.95027 0.95396
H 4.03734 4.69125 1.77179
C -5.56598 2.22443 -4.64358
S -7.08751 2.75067 -5.43095
O -7.54588 3.97974 -4.70444
C -8.07534 1.38361 -4.84614
H -4.80565 2.97662 -4.83480
H -5.72414 2.16971 -3.56735
H -5.26882 1.25805 -5.05319
H -8.05210 1.36859 -3.75623
H -7.64964 0.46041 -5.24020
H -9.09810 1.51147 -5.19513
C -6.38574 -0.92530 -2.11725
S -5.96347 -1.84378 -3.59630
O -7.08629 -1.66053 -4.57108
C -6.17018 -3.47285 -2.89176
H -6.33545 0.13216 -2.36760
H -7.39148 -1.20164 -1.79982
H -5.63758 -1.14232 -1.35679
H -7.18711 -3.60065 -2.52117
H -5.44689 -3.60242 -2.08584
H -5.97689 -4.20500 -3.67017
C -2.07393 -0.68288 0.34531
S -2.55209 0.35200 -1.04104
O -3.14156 -0.59346 -2.04415
C -0.88928 0.72588 -1.59757
H -2.99836 -0.99026 0.83323
H -1.52301 -1.54458 -0.03373
H -1.46655 -0.11253 1.04868
H -0.35736 -0.20840 -1.77824
H -0.38630 1.31103 -0.82688
H -0.98684 1.31774 -2.50600
C -8.47416 -5.52885 -5.17199
S -8.74811 -6.72435 -3.85877
O -8.11607 -6.15848 -2.63193
C -7.62041 -7.97209 -4.48974
H -9.04372 -4.63391 -4.92880
H -7.41222 -5.29168 -5.22136
H -8.82057 -5.94694 -6.11705
H -6.62038 -7.54893 -4.59377
H -7.98875 -8.33451 -5.44993
H -7.61493 -8.78745 -3.76827
C -3.41886 -6.97494 -2.51166
S -3.78141 -6.09943 -4.03586
O -4.41973 -7.08815 -4.95065
C -2.08254 -5.91003 -4.58357
H -4.37593 -7.22144 -2.05513
H -2.86521 -7.88370 -2.74703
H -2.84956 -6.32353 -1.84854
H -1.62626 -6.89555 -4.67531
H -1.54384 -5.28507 -3.87108
H -2.11404 -5.41753 -5.55316
C 7.52616 6.19225 4.54052
S 8.10955 5.56591 2.96089
O 7.13935 6.04376 1.93919
C 7.70521 3.84075 3.26473
H 7.64561 7.27345 4.51839
H 6.47408 5.93267 4.65591
H 8.12699 5.77036 5.34608
H 6.63847 3.75741 3.47416
H 8.30210 3.46581 4.09628
H 7.95126 3.29374 2.35668
C 2.19250 -2.43802 3.03315
S 0.66128 -1.83348 2.32805
O 0.21874 -0.69779 3.19203
C -0.35589 -3.23531 2.81658
H 2.96011 -1.68208 2.87971
H 2.04859 -2.60228 4.10155
H 2.47787 -3.36477 2.53329
H -0.30064 -3.35481 3.89834
H -0.00688 -4.13289 2.30514
H -1.37786 -3.01302 2.51488
C 6.29465 -1.09367 5.92765
S 5.79896 -0.11099 4.51236
O 5.19965 -1.06480 3.53757
C 7.46749 0.21415 3.92630
H 5.38787 -1.45150 6.41196
H 6.90762 -1.92186 5.57760
H 6.86600 -0.47163 6.61697
H 7.97186 -0.73596 3.75581
H 8.00609 0.79891 4.67239
H 7.37303 0.77686 2.99934
C 11.23996 -3.82663 6.46355
S 9.71611 -3.01335 6.95214
O 9.32534 -2.13899 5.81045
C 10.44794 -1.93452 8.18742
H 10.99107 -4.50975 5.65427
H 11.94557 -3.07300 6.11554
H 11.64271 -4.38479 7.30844
H 11.21253 -1.32063 7.71234
H 10.86995 -2.53616 8.99212
H 9.65004 -1.30650 8.57847
C 2.81685 -2.57792 -2.82833
S 1.40191 -3.27216 -1.96719
O 0.89511 -2.19848 -1.07193
C 2.33714 -4.39284 -0.91620
H 2.43478 -1.80852 -3.49626
H 3.48903 -2.13550 -2.09362
H 3.31555 -3.35633 -3.40566
H 3.04940 -3.81124 -0.33073
H 2.84638 -5.13564 -1.53029
H 1.62239 -4.88628 -0.25993
```

---

A 13-piece molecular cluster, C27H79O13 overall at a distorted geometry, computed with the ωB97M-V functional and the def2-TZVPD basis.

- Charge: -1
- HOMO-LUMO gap: 4.487 eV
- DFT total energy: -2053.97761 a.u.
- Multiplicity: 1
- Molecular weight: 611.9 g/mol

```
119
C27H79O13, DFT the ωB97M-V functional and the def2-TZVPD basis
C -3.98865 -3.89970 -17.18534
C -5.11880 -2.85665 -16.93482
C -5.57680 -2.71324 -15.49028
O -4.79906 -1.64937 -17.60915
H -4.14089 -4.80629 -16.59966
H -3.11141 -3.41270 -16.75946
H -3.81577 -4.14947 -18.23216
H -6.05676 -3.24004 -17.33649
H -5.86684 -3.68761 -15.09713
H -6.38864 -1.99233 -15.39378
H -4.81974 -2.34375 -14.79859
C -4.90201 -2.78814 -6.91425
C -6.22422 -2.35609 -6.20694
C -7.48217 -3.19027 -6.68112
O -6.01796 -2.44259 -4.81473
H -4.93159 -3.86287 -7.09367
H -4.01644 -2.45710 -6.37178
H -4.84375 -2.20650 -7.83426
H -6.45669 -1.34091 -6.52859
H -7.85778 -2.83025 -7.63893
H -8.35229 -3.05396 -6.03892
H -7.27285 -4.25856 -6.73630
H -6.78956 -2.12820 -4.33788
C -11.04133 -11.17275 -20.00671
C -9.61269 -10.93676 -19.70349
C -9.25511 -9.51163 -19.35679
O -9.20765 -11.85433 -18.70533
H -11.63629 -10.77402 -19.18504
H -11.36153 -12.19122 -20.22645
H -11.35239 -10.64802 -20.91005
H -9.05750 -11.15142 -20.61660
H -8.17802 -9.34638 -19.33100
H -9.60108 -9.29119 -18.34693
H -9.71088 -8.72383 -19.95660
H -10.04008 -12.05844 -18.27289
C -12.54580 -5.83080 -12.57570
C -13.97216 -5.98825 -11.94677
C -14.01157 -5.46861 -10.44208
O -14.89346 -5.23309 -12.67061
H -12.15102 -4.81484 -12.56789
H -12.61574 -6.08895 -13.63239
H -11.87236 -6.54265 -12.09839
H -14.34883 -7.01103 -11.93571
H -13.21203 -5.94777 -9.87706
H -14.95535 -5.74484 -9.97190
H -13.95269 -4.38441 -10.34634
H -15.24696 -5.78102 -13.37516
C -13.83619 1.43712 -12.53334
C -13.45002 2.20765 -13.76492
C -14.51224 3.24606 -14.15228
O -12.24437 2.89924 -13.60026
H -14.25657 1.97773 -11.68532
H -12.99255 0.84582 -12.17736
H -14.66287 0.77261 -12.78454
H -13.30944 1.47696 -14.56144
H -15.44004 2.81892 -14.53284
H -14.16171 3.93314 -14.92243
H -14.84143 3.77653 -13.25879
H -11.69398 2.75120 -14.37275
C -5.34813 -10.08854 -12.61134
C -5.63330 -10.06346 -11.10854
C -6.58045 -11.13477 -10.60112
O -4.44804 -10.26608 -10.37858
H -4.48982 -9.43308 -12.75895
H -6.13260 -9.71744 -13.27088
H -4.99586 -11.07536 -12.91167
H -6.13277 -9.14536 -10.79914
H -7.51406 -10.98475 -11.14329
H -6.72981 -11.10555 -9.52180
H -6.16439 -12.12358 -10.79416
H -3.76747 -9.67792 -10.71398
C -2.30019 -9.99272 -26.72245
C -3.62874 -9.36738 -26.35855
C -3.43314 -8.07943 -25.46056
O -4.25425 -8.92966 -27.53512
H -1.67085 -9.33713 -27.32429
H -2.50615 -10.88117 -27.31938
H -1.73625 -10.24518 -25.82448
H -4.22733 -10.07294 -25.78238
H -4.38865 -7.65460 -25.15297
H -2.93211 -7.24033 -25.94324
H -2.87917 -8.33899 -24.55842
H -4.23290 -9.74667 -28.03876
C 1.01340 -0.91784 -21.33304
O -0.30049 -1.19604 -21.80775
H 1.17204 -1.31960 -20.33227
H 1.84853 -1.14807 -21.99458
H 1.12078 0.15526 -21.17485
H -0.96769 -0.83382 -21.22017
C -8.74845 -2.22808 -23.38715
O -7.49409 -1.58204 -23.27192
H -8.99059 -2.66009 -22.41615
H -9.51313 -1.48504 -23.61358
H -8.77303 -2.98932 -24.16692
H -7.21283 -1.70036 -22.36171
C -2.70647 2.97251 -13.65402
O -2.04120 2.15867 -14.63209
H -3.24781 3.70340 -14.25474
H -3.43961 2.39612 -13.08978
H -1.99006 3.54206 -13.06203
H -2.66031 1.67396 -15.18288
C 0.86341 -5.86865 -12.52044
O 0.83771 -7.00451 -11.55901
H 1.22117 -6.17879 -13.50222
H -0.12775 -5.45031 -12.69562
H 1.43156 -5.00297 -12.17999
H 1.74185 -7.15289 -11.27247
C -3.08902 4.93574 -20.42828
O -3.51066 3.80307 -21.13915
H -2.40284 4.62984 -19.63855
H -2.53698 5.61921 -21.07344
H -3.93814 5.40142 -19.92804
H -3.83562 3.19347 -20.47254
C -9.32691 3.24396 -19.41769
O -8.54350 3.09472 -18.27894
H -8.70536 3.28394 -20.31219
H -9.98131 2.39723 -19.62483
H -9.96817 4.12480 -19.38564
H -7.91234 2.38248 -18.40520
```

---

C27H82CrN3O17 as an isolated structure at a distorted geometry, computed with the ωB97M-V functional and the def2-TZVPD basis.

- HOMO-LUMO gap (spin up / spin down): 3.862 / 4.683 eV
- DFT total energy: -3565.42884 a.u.
- Multiplicity: 4
- Molecular weight: 773.0 g/mol

```
130
C27H82CrN3O17, DFT the ωB97M-V functional and the def2-TZVPD basis
Cr -0.37005 -1.42897 2.64108
C -3.56097 1.23548 2.27330
C -2.46986 2.21625 2.74537
C -3.27476 3.35259 3.39945
C -2.55740 4.30569 4.32846
C -1.74954 3.58406 5.36896
C -0.88154 2.40439 4.84240
N -1.61606 1.67258 3.79354
O -1.03452 0.44395 3.43105
C -0.67168 1.53680 6.07414
C 0.45320 3.03382 4.30864
C -1.69710 2.76133 1.47580
H -4.25114 1.68215 1.55511
H -4.09344 0.77515 3.10419
H -3.16657 0.42556 1.65362
H -4.07563 2.86142 3.95742
H -3.69815 4.01781 2.64525
H -3.27514 4.96844 4.81905
H -2.02326 5.01965 3.69136
H -2.48968 3.20680 6.08199
H -1.16324 4.26582 5.98842
H 0.13207 0.83192 5.86080
H -1.53847 0.90515 6.27845
H -0.53235 2.10591 6.99251
H 0.15445 3.76665 3.55722
H 1.07666 2.31259 3.78394
H 0.99874 3.57230 5.08420
H -0.87337 3.40534 1.78038
H -2.42003 3.37796 0.94460
H -1.33360 1.91882 0.89347
C -3.88603 -5.31496 -1.01564
C -2.72528 -4.33893 -0.93772
C -1.96233 -4.31564 -2.32888
C -2.75573 -3.52448 -3.37541
C -3.07272 -2.14292 -2.86618
C -3.82118 -2.08700 -1.51192
N -3.19642 -3.00194 -0.55663
O -3.79069 -2.88729 0.76482
C -5.28194 -2.44002 -1.83733
C -3.73795 -0.63687 -1.13198
C -1.63047 -4.82885 0.04341
H -4.50966 -5.30342 -1.91124
H -4.65504 -5.12154 -0.26061
H -3.63759 -6.34792 -0.75306
H -1.92390 -5.33792 -2.70719
H -0.98439 -3.84675 -2.20998
H -3.73875 -3.97828 -3.53143
H -2.31643 -3.40396 -4.36903
H -3.64115 -1.57795 -3.61071
H -2.14176 -1.56469 -2.80406
H -5.82316 -2.34492 -0.89296
H -5.52182 -3.39665 -2.29711
H -5.69611 -1.67813 -2.50385
H -4.06520 -0.44116 -0.10834
H -4.22610 0.11982 -1.75155
H -2.73052 -0.20560 -1.20173
H -1.00044 -3.96319 0.25337
H -1.08203 -5.64970 -0.41590
H -2.04022 -5.06818 1.02694
C 3.35116 1.23765 2.06729
C 2.57729 1.11353 0.71657
C 3.68736 1.43076 -0.34938
C 3.24789 1.05634 -1.76798
C 2.61718 -0.34279 -1.83527
C 1.49656 -0.59166 -0.81194
N 2.00941 -0.21932 0.52670
O 1.17072 -0.58196 1.54539
C 1.36088 -2.12108 -0.94405
C 0.26368 0.18920 -1.32751
C 1.61451 2.35914 0.67471
H 2.64696 1.46596 2.85992
H 4.14520 1.98446 2.04161
H 3.90183 0.30490 2.21016
H 4.62656 0.92056 -0.10432
H 4.03466 2.44793 -0.21503
H 3.87547 1.25168 -2.63980
H 2.41150 1.70603 -2.06527
H 3.43035 -1.07193 -1.81870
H 2.18612 -0.38039 -2.83702
H 2.22811 -2.73788 -0.70782
H 1.09145 -2.44919 -1.95087
H 0.56211 -2.55662 -0.33720
H 0.37290 1.17462 -1.77326
H -0.40949 0.27793 -0.47444
H -0.26003 -0.42542 -2.06307
H 0.95489 2.36433 1.53738
H 1.13980 2.46926 -0.30224
H 2.16683 3.30251 0.65421
O 0.34895 2.04303 -3.97188
H 0.28910 1.08497 -4.15138
H -0.30427 2.44505 -4.55618
O 2.98664 1.22094 -5.58378
H 2.09748 1.29637 -5.21994
H 3.26392 0.32415 -5.36773
O 4.85523 4.64415 0.48894
H 4.95498 3.71360 0.29071
H 4.03032 4.89255 0.06547
O 0.48597 4.33002 -2.61160
H 0.52313 3.40990 -2.93940
H 1.00255 4.84322 -3.24000
O 2.53412 0.40840 5.33837
H 2.14770 1.24035 5.63128
H 3.44624 0.44427 5.64209
O 3.68418 4.53026 -2.23835
H 3.38702 3.65156 -2.49932
H 2.88370 4.97453 -1.93666
O -1.56285 -1.26861 1.01415
H -1.51602 -0.85083 0.15048
H -2.48815 -1.62618 1.07668
O 3.85576 -6.04476 -0.09742
H 4.19708 -6.13145 0.79752
H 3.93306 -5.10699 -0.29705
O -1.66159 2.87168 -1.67744
H -1.06414 3.63305 -1.61854
H -1.18441 2.23942 -2.22275
O 5.77024 -0.45723 -3.95610
H 4.87263 -0.67702 -4.23426
H 5.98669 -1.11437 -3.28859
O 3.20916 -1.84968 -4.68845
H 2.49501 -2.06808 -5.29613
H 3.63843 -2.69283 -4.50763
O 0.55424 -3.23742 2.12829
H 0.32555 -4.15672 2.31176
H 1.53664 -3.21326 2.07890
O 0.46840 -0.54704 -4.78435
H 0.68861 -1.34694 -4.29441
H -0.06352 -0.85375 -5.52699
O 3.15900 -2.99317 1.69429
H 4.04918 -3.33000 1.82996
H 3.27963 -2.16209 1.20636
```